# 1
Entry from OMol25: C11H19Br21ClO3PSi as an isolated structure (wB97M-V/def2-TZVPD).

The geometry in XYZ format:
```
57
Properties=species:S:1:pos:R:3:mulliken_charge:R:1
O 1.872 2.189 -0.709 -0.59
P 1.934 2.468 0.855 0.84
O 2.882 1.265 1.737 -0.46
O 2.657 4.073 1.076 -0.42
C 0.153 2.493 1.644 -0.61
Si -0.827 0.943 1.036 0.53
C -2.531 1.350 0.211 -0.50
C -3.761 1.587 1.269 -0.42
C -4.317 3.127 1.358 -0.48
Cl -3.029 4.444 1.164 -0.20
H 2.388 1.149 2.615 0.30
H 2.205 4.706 0.416 0.32
H -0.355 3.519 1.401 0.15
H 0.342 2.337 2.803 0.33
H -0.932 0.017 2.178 -0.21
H 0.011 0.321 -0.020 -0.28
H -2.452 2.224 -0.598 0.37
H -2.817 0.382 -0.427 0.19
H -3.539 1.161 2.361 0.28
H -4.675 0.928 0.875 0.19
H -5.140 3.316 0.518 0.29
H -4.872 3.336 2.387 0.31
C 1.004 -2.713 -1.514 -0.34
Br 1.406 -0.813 -1.398 0.21
Br -0.912 -3.047 -1.531 -0.05
Br 1.900 -3.551 -3.024 -0.04
H 1.402 -3.180 -0.607 0.37
C -2.648 -2.423 -5.624 -0.35
Br -1.969 -0.756 -4.887 -0.01
Br -1.421 -3.902 -5.322 -0.02
Br -4.438 -2.825 -4.977 0.02
H -2.723 -2.287 -6.708 0.34
C 4.838 6.764 1.912 0.05
Br 5.508 6.784 3.738 -0.01
Br 3.154 7.724 1.748 -0.06
Br 6.166 7.410 0.646 -0.01
H 4.635 5.718 1.657 0.00
C 5.377 -1.188 -1.335 -0.34
Br 4.920 -2.522 0.006 -0.03
Br 5.260 0.620 -0.627 0.09
Br 7.112 -1.539 -2.142 -0.04
H 4.631 -1.268 -2.133 0.30
C 8.767 1.143 2.252 -0.34
Br 7.697 2.566 1.468 0.01
Br 7.919 -0.596 2.050 -0.01
Br 10.588 1.145 1.566 -0.02
H 8.830 1.345 3.326 0.35
C -6.891 -3.699 -1.399 -0.31
Br -6.677 -5.384 -2.347 -0.01
Br -5.178 -2.858 -1.021 0.06
Br -8.100 -2.493 -2.330 -0.04
H -7.353 -3.932 -0.433 0.27
C -5.550 -7.548 1.074 -0.35
Br -7.108 -6.461 1.491 -0.02
Br -6.038 -9.197 0.165 -0.01
Br -4.212 -6.543 0.082 0.02
H -5.093 -7.832 2.028 0.37
```

Computed properties:
E_LUMO (eV): -0.322
HOMO (eV): -9.7


# 2
Entry from OMol25: C11H19Br3O5 as an isolated structure (wB97M-V/def2-TZVPD).

The geometry in XYZ format:
```
38
Properties=species:S:1:pos:R:3:mulliken_charge:R:1
C 1.357 -4.437 -3.466 -1.52
C 0.227 -3.644 -2.868 0.57
C -0.297 -4.216 -1.534 -0.41
O -0.114 -3.155 -0.601 -0.33
C 0.564 -2.145 -1.173 0.69
O 0.984 -1.198 -0.587 -0.58
O 0.662 -2.313 -2.504 -0.39
H 1.009 -5.438 -3.737 0.40
H 2.236 -4.549 -2.834 0.35
H 1.679 -3.993 -4.410 0.36
H -0.597 -3.521 -3.567 0.27
H 0.263 -5.095 -1.217 0.25
H -1.364 -4.432 -1.576 0.31
C 2.307 3.676 7.022 -1.03
C 0.884 4.108 6.744 0.78
O 0.566 5.270 6.819 -0.55
C -0.081 3.051 6.305 -0.64
H 2.764 3.148 6.184 0.30
H 2.305 3.003 7.882 0.31
H 2.904 4.562 7.223 0.29
H -0.039 2.099 6.837 0.34
H 0.150 2.847 5.254 -0.12
H -1.124 3.360 6.361 0.31
C -1.499 1.206 -3.255 -0.86
C -2.497 0.306 -3.955 0.82
O -3.597 0.122 -3.510 -0.56
C -2.022 -0.293 -5.250 -1.01
H -0.504 0.765 -3.188 0.31
H -1.822 1.430 -2.239 0.09
H -1.421 2.175 -3.753 0.37
H -1.141 -0.916 -5.127 0.21
H -1.721 0.563 -5.871 0.35
H -2.848 -0.739 -5.801 0.30
C 0.363 1.561 1.019 0.22
Br 0.507 1.278 2.933 -0.03
Br 1.988 2.406 0.343 -0.02
Br -1.209 2.574 0.475 -0.04
H 0.178 0.574 0.620 -0.11
```

Computed properties:
E_LUMO (eV): 0.138
HOMO (eV): -9.5


# 3
Entry from OMol25: C11H19CeNO as an isolated structure (wB97M-V/def2-TZVPD).

The geometry in XYZ format:
```
33
Properties=species:S:1:pos:R:3:mulliken_charge:R:1
C -0.844 1.040 -1.977 -0.44
C 0.542 0.836 -2.229 -0.38
C 1.286 1.628 -1.307 -0.49
C 0.357 2.321 -0.482 -0.43
C -0.960 1.955 -0.890 -0.48
Ce 0.000 0.000 0.000 -0.32
N -1.434 -0.677 0.672 -0.13
C -0.016 -2.493 -0.126 -0.57
C 0.981 -1.973 -0.918 -0.59
H 2.374 1.682 -1.240 0.45
H 0.966 0.201 -3.009 0.51
H 0.605 2.992 0.342 0.47
H -1.891 2.304 -0.443 0.41
H -1.673 0.563 -2.501 0.39
H 0.869 -1.939 -2.006 0.30
H -0.940 -2.885 -0.561 0.17
H -2.352 -1.082 0.894 0.02
H 1.972 -1.764 -0.501 0.23
H 0.158 -2.709 0.931 0.22
C 1.258 -0.726 3.912 -1.58
C 0.000 0.000 3.420 1.58
C -1.255 -0.726 3.922 -1.48
C 0.001 1.453 3.912 -1.61
O 0.000 0.000 2.000 -0.24
H 1.293 -0.743 5.023 0.40
H 2.170 -0.214 3.536 0.32
H 1.270 -1.772 3.539 0.29
H -1.282 -0.743 5.033 0.41
H -2.170 -0.213 3.554 0.28
H -1.270 -1.773 3.550 0.27
H 0.900 1.986 3.536 0.30
H -0.899 1.986 3.540 0.32
H 0.004 1.492 5.023 0.40
```

Computed properties:
E_LUMO (alpha / beta) (eV): 2.907 / 2.803
Expectation value of S²: 0.757
HOMO (alpha / beta) (eV): -0.6 / -2.7
Net charge: -1
Spin multiplicity: 2


# 4
Entry from OMol25: a 7-piece molecular cluster, C11H19Cl18NO2S overall (wB97M-V/def2-TZVPD).

The geometry in XYZ format:
```
52
Properties=species:S:1:pos:R:3:mulliken_charge:R:1
Cl -0.725 4.651 1.154 -0.12
C -0.576 3.090 0.345 0.82
Cl -1.828 2.870 -0.881 -0.10
Cl 1.032 2.900 -0.352 -0.01
H -0.702 2.316 1.092 -0.66
Cl -4.141 4.184 1.318 -0.09
C -4.433 2.826 2.392 -0.07
Cl -3.049 1.738 2.302 -0.02
Cl -4.729 3.361 4.050 -0.14
H -5.308 2.294 2.046 0.31
Cl 4.995 4.959 -1.415 -0.13
C 4.062 3.917 -2.487 -0.01
Cl 4.747 3.911 -4.113 -0.14
Cl 3.958 2.279 -1.846 0.00
H 3.057 4.314 -2.548 0.26
Cl 3.593 -1.078 -2.242 -0.07
C 5.224 -1.421 -2.815 0.02
Cl 6.415 -1.082 -1.561 -0.14
Cl 5.356 -3.085 -3.381 -0.13
H 5.425 -0.764 -3.649 0.34
Cl -5.134 -3.363 -1.538 -0.05
C -3.440 -3.308 -2.011 -0.06
Cl -2.742 -1.723 -1.665 -0.07
Cl -2.514 -4.591 -1.227 -0.12
H -3.385 -3.467 -3.079 0.31
Cl -8.417 -2.986 -1.302 -0.13
C -8.760 -2.193 -2.845 0.07
Cl -7.285 -1.817 -3.730 -0.11
Cl -9.844 -3.181 -3.822 -0.12
H -9.263 -1.261 -2.629 0.28
N 3.872 -1.854 1.870 -0.56
C 3.814 -0.946 0.729 -0.09
C 3.782 0.544 1.029 -0.10
O 2.515 1.161 1.107 -0.19
C 1.592 0.604 2.018 -0.66
C 0.593 -0.305 1.314 -0.76
O -0.678 -0.249 1.947 -0.12
C -0.946 -1.317 2.810 -0.38
S -1.509 -2.825 1.943 -0.14
H 2.977 -2.246 2.118 0.27
H 4.297 -1.424 2.678 0.28
H 2.974 -1.214 0.092 0.24
H 4.704 -1.111 0.121 -0.35
H 4.296 1.056 0.220 0.10
H 4.353 0.742 1.942 0.28
H 2.106 0.084 2.828 0.33
H 1.028 1.424 2.460 0.53
H 0.504 0.037 0.286 0.28
H 0.952 -1.335 1.300 0.37
H -1.776 -1.019 3.439 0.30
H -0.077 -1.544 3.422 0.36
H -0.962 -2.552 0.764 0.05
```

Computed properties:
E_LUMO (eV): 0.318
HOMO (eV): -9.1


# 5
Entry from OMol25: C11H19DyO2 as an isolated structure (wB97M-V/def2-TZVPD).

The geometry in XYZ format:
```
33
Properties=species:S:1:pos:R:3:mulliken_charge:R:1
C 3.120 2.073 1.539 -0.48
C 3.314 0.794 1.855 -0.62
H 2.669 2.768 2.268 0.27
H 3.432 2.505 0.576 0.27
H 3.728 0.066 1.148 0.31
H 2.985 0.418 2.826 0.29
Dy -0.783 -0.679 0.053 1.22
C -1.542 0.741 -1.809 -0.54
C -0.109 0.781 -1.802 -0.54
C -0.776 -1.383 -2.352 -0.38
C -1.957 -0.596 -2.126 -0.42
H 0.519 1.661 -1.620 0.55
H 1.411 -0.827 -2.293 0.47
H -0.773 -2.419 -2.690 0.56
C 0.366 -0.542 -2.154 -0.53
H -2.985 -0.921 -2.312 0.47
H -2.209 1.610 -1.736 0.47
C -2.126 -3.390 0.249 -0.72
O -2.253 -2.082 0.791 -0.25
C -3.025 -1.912 2.012 -0.57
C -2.974 -0.445 2.444 -0.42
O -1.817 0.210 1.808 -0.32
C -1.322 1.407 2.439 -0.73
H -1.072 -3.601 0.003 0.32
H -2.705 -3.483 -0.678 0.27
H -2.486 -4.091 1.015 0.44
H -4.060 -2.232 1.820 0.36
H -2.593 -2.543 2.794 0.45
H -3.882 0.092 2.133 0.33
H -2.864 -0.345 3.536 0.47
H -1.851 1.532 3.389 0.41
H -0.247 1.294 2.635 0.31
H -1.496 2.267 1.789 0.27
```

Computed properties:
E_LUMO (alpha / beta) (eV): -7.862 / -8.087
Expectation value of S²: 9.360
HOMO (alpha / beta) (eV): -15.7 / -15.7
Net charge: +2
Spin multiplicity: 6
ΔE to the lowest compared entry with this formula, charge and spin (eV): 0.0000


# 6
Entry from OMol25: a 2-piece molecular cluster, C11H19N2 overall (wB97M-V/def2-TZVPD).

The geometry in XYZ format:
```
32
Properties=species:S:1:pos:R:3:mulliken_charge:R:1
C 1.572 2.558 0.682 -0.74
C -2.960 0.520 -2.312 -0.11
C -1.653 0.388 -2.101 -0.10
C 0.368 0.967 -0.904 -0.35
C 1.032 1.517 0.119 0.04
C 2.254 -1.367 0.342 -0.55
C 0.837 -1.972 0.380 -0.44
C 1.776 -0.520 1.486 0.90
C -3.664 -0.055 -3.488 -1.18
C 2.486 0.202 2.547 -1.74
C -0.553 -0.976 2.358 -0.83
N -0.981 0.953 -1.030 -0.03
N 0.613 -1.148 1.555 0.16
H 2.022 2.565 1.659 0.20
H 1.631 3.503 0.156 0.29
H -3.569 1.081 -1.616 0.32
H -1.029 -0.170 -2.788 0.22
H 0.892 0.375 -1.647 0.44
H 3.042 -2.063 0.625 0.32
H 2.556 -0.850 -0.564 0.21
H 0.184 -1.731 -0.458 0.21
H 0.784 -3.040 0.588 0.36
H -4.342 -0.853 -3.178 0.29
H -4.268 0.713 -3.970 0.32
H -2.959 -0.458 -4.211 0.31
H 2.795 -0.528 3.303 0.39
H 1.855 0.933 3.047 0.46
H 3.383 0.682 2.162 0.40
H -1.095 -1.918 2.416 0.34
H -0.275 -0.658 3.362 0.35
H -1.213 -0.222 1.923 0.27
H -1.520 1.574 -0.438 0.28
```

Computed properties:
E_LUMO (alpha / beta) (eV): -3.628 / -3.629
HOMO (alpha / beta) (eV): -10.8 / -10.8
Net charge: +1
ΔE to the lowest compared entry with this formula, charge and spin (eV): 3.7461


# 7
Entry from OMol25: a 2-piece molecular cluster, C11H19N2O overall (wB97M-V/def2-TZVPD).

The geometry in XYZ format:
```
33
Properties=species:S:1:pos:R:3:mulliken_charge:R:1
C -0.623 0.561 1.567 -0.43
C -1.258 -0.308 0.743 0.11
C -0.691 1.950 1.149 0.66
C 3.150 1.527 -0.079 -0.02
C 2.413 0.607 0.099 -0.28
C -1.227 1.952 -0.091 -0.87
C -1.580 -1.765 0.921 -1.32
C 2.542 -2.461 -1.108 -1.03
C -3.050 0.673 -0.729 -0.94
C -0.801 0.254 -1.624 -0.63
C 2.387 -1.757 0.232 -0.34
N -0.339 3.035 1.839 -0.49
N -1.576 0.597 -0.505 0.43
O 1.693 -0.506 0.169 -0.30
H -0.173 0.275 2.471 0.50
H 3.966 2.074 -0.551 0.39
H -0.235 3.830 1.258 0.23
H -1.439 2.817 -0.690 0.48
H -0.877 -2.141 1.663 0.45
H -1.130 -2.335 -0.030 0.20
H -2.565 -1.983 1.240 0.39
H 3.094 -1.845 -1.936 0.28
H 3.287 -3.216 -0.978 0.44
H 1.683 -3.082 -1.706 0.23
H -3.484 1.001 0.215 0.39
H -3.375 1.351 -1.568 0.32
H -3.341 -0.352 -0.787 0.40
H -1.188 0.793 -2.453 0.40
H 0.264 0.477 -1.392 0.18
H -0.794 -0.889 -1.737 0.31
H 3.303 -1.589 0.711 0.43
H 1.819 -2.403 0.986 0.22
H 0.145 2.858 2.701 0.22
```

Computed properties:
E_LUMO (eV): -2.849
HOMO (eV): -11.9
Net charge: +1
ΔE to the lowest compared entry with this formula, charge and spin (eV): 6.6139


# 8
Entry from OMol25: an isolated ion of composition C11H19N3 and charge +2 (wB97M-V/def2-TZVPD).

The geometry in XYZ format:
```
33
Properties=species:S:1:pos:R:3:mulliken_charge:R:1
C -3.461 -0.560 2.345 -0.29
C -3.557 -1.804 1.720 -0.83
C -2.382 0.302 2.110 -0.85
C -2.673 -2.091 0.719 0.39
C -1.598 0.114 0.977 0.38
C -0.398 0.916 0.553 -0.59
C 1.729 2.969 -1.035 -1.15
C -0.773 -2.679 -1.167 -1.28
C 1.406 -0.670 0.934 -1.26
C 2.175 1.512 -1.189 -0.37
C 1.076 0.362 -1.307 -0.87
N -1.808 -1.139 0.376 0.80
N -1.170 -1.429 -0.748 -0.75
N 0.579 0.069 -0.047 0.52
H -4.004 -0.204 3.198 0.43
H -4.420 -2.407 2.101 0.38
H -2.316 1.095 2.750 0.50
H -2.700 -3.103 0.156 0.42
H -0.817 1.643 -0.238 0.53
H -0.110 1.378 1.415 0.52
H 2.614 3.445 -0.866 0.41
H 1.267 3.472 -1.844 0.35
H 0.979 2.906 -0.251 0.26
H 0.080 -2.713 -1.784 0.34
H -0.521 -3.249 -0.356 0.56
H -1.504 -3.054 -1.811 0.50
H 2.024 -0.015 1.402 0.53
H 0.763 -0.987 1.653 0.42
H 2.006 -1.293 0.379 0.45
H 2.916 1.116 -0.395 0.24
H 2.790 1.674 -2.120 0.40
H 0.380 0.657 -1.997 0.54
H 1.600 -0.377 -1.968 0.38
```

Computed properties:
E_LUMO (alpha / beta) (eV): -10.033 / -9.591
HOMO (alpha / beta) (eV): -17.3 / -17.6
Net charge: +2
ΔE to the lowest compared entry with this formula, charge and spin (eV): 4.1169


Max |F| / eV/A: 5.6; 1.2; 12.4; 0.8; 1.7; 1.4; 4.4; 5.3